{"formula": "C20H20N2O3PtS2", "method": "ωB97M-V/def2-TZVPD", "elements": ["Pt", "S", "S", "O", "O", "O", "N", "N", "C", "C", "C", "C", "C", "C", "C", "C", "C", "C", "C", "C", "C", "C", "C", "C", "C", "C", "C", "C", "H", "H", "H", "H", "H", "H", "H", "H", "H", "H", "H", "H", "H", "H", "H", "H", "H", "H", "H", "H"], "coordinates": [[-1.98678, 1.45884, 0.45694], [0.61683, -0.02735, 0.13660], [-4.39590, 1.06149, -0.08900], [0.39885, 2.66527, 1.28085], [-0.10370, 0.55474, -1.05243], [-2.17078, -0.66719, 0.47939], [-2.93979, -1.10753, -0.52746], [0.90245, 4.03707, 2.98276], [-4.83801, -0.98322, -1.90708], [1.34235, -3.39111, -1.97151], [-4.05524, -0.41126, -0.88687], [-3.30397, -2.81374, -2.11642], [-2.39753, 3.20296, 1.45487], [-4.47624, -2.15864, -2.51081], [4.86854, 1.54754, -0.08166], [-2.55331, -2.25517, -1.12003], [0.94682, -1.73110, -0.29991], [1.38910, -4.36449, -0.97817], [3.16751, 0.30417, 1.07280], [-1.44414, 3.51760, 2.59567], [4.46490, 0.78652, 1.00922], [3.97645, 1.82913, -1.10535], [2.29454, 0.58039, 0.03169], [2.67494, 1.34642, -1.05352], [1.20404, -4.01656, 0.35134], [0.01495, 3.36213, 2.20847], [0.97252, -2.69044, 0.69669], [1.12023, -2.06598, -1.63568], [1.94812, 1.56842, -1.82347], [0.59950, 4.66918, 3.69999], [-1.59360, 4.52927, 2.99469], [5.88053, 1.92824, -0.12937], [1.22309, -4.77906, 1.11891], [-2.31675, 3.95218, 0.65324], [-5.09453, -2.57314, -3.29576], [1.88043, 3.96636, 2.76046], [-1.61356, 2.83481, 3.43403], [5.15936, 0.57565, 1.81193], [-1.63451, -2.66340, -0.72757], [1.47773, -3.66950, -3.00865], [1.05819, -1.29165, -2.38975], [0.78696, -2.41166, 1.72678], [4.28852, 2.43234, -1.94804], [2.83758, -0.27720, 1.92591], [-3.43209, 3.22195, 1.79612], [-5.73090, -0.45058, -2.19977], [1.56162, -5.39876, -1.24591], [-2.97532, -3.73397, -2.57514]], "energy_ha": -2024.92220, "largest_force_ev_per_a": 0.45, "homo_lumo_gap_ev": [6.72, 7.38], "relative_energy_kcal_mol": 0.00, "multiplicity": 3, "s2": 2.01, "homo_energy_ev": [-6.1, -7.3]}